one | {
  "formula": "C3H9S",
  "method": "ωB97M-V with the def2-TZVPD basis set",
  "species": ["C", "C", "H", "H", "H", "H", "H", "H", "C", "S", "H", "H", "H"],
  "xyz": [[-0.60, -1.96, -0.55], [-0.71, -0.55, -1.08], [0.45, -2.20, -0.28], [-0.94, -2.72, -1.22], [-1.05, -2.21, 0.48], [-0.52, -0.39, -2.14], [-1.80, -0.18, -1.01], [-0.11, 0.18, -0.50], [0.69, 1.96, 0.95], [2.63, 2.23, 2.51], [-0.01, 2.41, 1.65], [1.14, 2.51, 0.14], [0.82, 0.91, 1.05]],
  "mol_weight_g_mol": 77.17,
  "homo_ev": -2.46,
  "homo_lumo_gap_ev": 6.020,
  "charge": -1
}

two | {
  "formula": "C3H9S",
  "method": "ωB97M-V with the def2-TZVPD basis set",
  "species": ["C", "C", "H", "H", "H", "H", "H", "H", "C", "S", "H", "H", "H"],
  "xyz": [[-1.85, 0.92, -1.19], [-0.45, 1.16, -0.72], [-2.06, -0.13, -1.47], [-2.12, 1.57, -2.03], [-2.58, 1.08, -0.35], [0.26, 1.10, -1.54], [-0.28, 2.14, -0.22], [-0.08, 0.38, -0.01], [1.88, -1.19, 1.36], [1.69, -3.45, 2.03], [1.66, -0.89, 2.39], [2.88, -1.39, 1.06], [1.04, -1.29, 0.69]],
  "mol_weight_g_mol": 77.17,
  "homo_ev": -2.36,
  "homo_lumo_gap_ev": 5.830,
  "charge": -1
}

How do the energies compare? Relative to the most stable structure, in hartree: one 0.0185; two 0.0000.

one | {
  "formula": "C41H33N2O4PS2W",
  "method": "ωB97M-V with the def2-TZVPD basis set",
  "species": ["W", "C", "C", "N", "N", "C", "S", "S", "C", "C", "C", "C", "C", "C", "C", "C", "C", "C", "C", "C", "C", "O", "H", "H", "H", "H", "H", "H", "H", "H", "H", "H", "H", "H", "H", "H", "C", "C", "C", "C", "C", "C", "P", "C", "C", "C", "C", "C", "C", "C", "C", "C", "C", "C", "C", "H", "H", "H", "H", "H", "H", "H", "H", "H", "H", "H", "H", "H", "H", "O", "C", "C", "C", "C", "C", "C", "C", "O", "O", "H", "H", "H", "H", "H"],
  "xyz": [[-0.08, 0.28, -0.31], [-2.57, 0.09, 2.15], [-1.23, -0.53, 2.07], [-0.90, -1.30, 1.04], [0.05, -2.25, 1.31], [0.87, -2.57, 0.36], [0.99, -1.73, -1.17], [2.00, -3.86, 0.54], [1.42, -4.70, 2.06], [0.34, -5.73, 1.82], [0.71, -7.03, 1.48], [-0.25, -8.00, 1.25], [-1.60, -7.68, 1.36], [-1.97, -6.39, 1.70], [-1.01, -5.42, 1.93], [-0.20, -0.32, 3.08], [-0.32, -0.42, 4.46], [0.79, -0.18, 5.26], [2.00, 0.19, 4.68], [2.12, 0.34, 3.29], [1.02, 0.08, 2.54], [1.06, 0.25, 1.15], [-3.14, -0.07, 1.24], [-2.50, 1.16, 2.38], [-3.08, -0.40, 2.99], [1.13, -3.93, 2.77], [2.34, -5.17, 2.41], [1.76, -7.29, 1.40], [0.05, -9.01, 1.00], [-2.35, -8.44, 1.19], [-3.02, -6.14, 1.81], [-1.31, -4.41, 2.22], [-1.26, -0.73, 4.90], [0.72, -0.27, 6.33], [2.85, 0.39, 5.31], [3.05, 0.67, 2.84], [2.83, 1.56, -3.32], [3.29, 0.98, -2.15], [2.66, 1.28, -0.95], [1.54, 2.15, -0.91], [1.10, 2.72, -2.14], [1.75, 2.45, -3.31], [1.07, 3.00, 0.69], [1.85, 4.63, 0.63], [2.13, 5.38, -0.51], [2.70, 6.64, -0.38], [2.99, 7.15, 0.88], [2.71, 6.41, 2.01], [2.15, 5.15, 1.89], [-0.67, 3.15, 0.23], [-1.37, 4.35, 0.25], [-2.68, 4.40, -0.21], [-3.32, 3.24, -0.69], [-2.65, 2.04, -0.68], [-1.34, 1.95, -0.18], [3.33, 1.35, -4.25], [4.13, 0.30, -2.17], [3.06, 0.90, -0.02], [0.25, 3.39, -2.13], [1.42, 2.92, -4.23], [1.92, 5.00, -1.50], [2.93, 7.22, -1.27], [3.44, 8.13, 0.97], [2.94, 6.81, 2.99], [1.95, 4.56, 2.78], [-0.88, 5.26, 0.58], [-3.21, 5.34, -0.22], [-4.33, 3.30, -1.06], [-3.17, 1.16, -1.02], [-3.29, -2.46, -2.39], [-2.64, -2.11, -3.51], [-2.96, -2.82, -4.66], [-2.33, -2.52, -5.84], [-1.36, -1.51, -5.93], [-1.03, -0.81, -4.81], [-1.67, -1.10, -3.58], [-1.27, -0.38, -2.43], [-0.27, 0.44, -2.39], [-1.78, -0.52, -1.25], [-2.96, -1.96, -1.63], [-3.71, -3.61, -4.60], [-2.59, -3.09, -6.73], [-0.88, -1.29, -6.88], [-0.29, -0.03, -4.84]],
  "mol_weight_g_mol": 896.67,
  "homo_ev": -13.01,
  "homo_lumo_gap_ev": 4.424,
  "charge": 2
}

two | {
  "formula": "C41H33N2O4PS2W",
  "method": "ωB97M-V with the def2-TZVPD basis set",
  "species": ["W", "C", "C", "N", "N", "C", "S", "S", "C", "C", "C", "C", "C", "C", "C", "C", "C", "C", "C", "C", "C", "O", "H", "H", "H", "H", "H", "H", "H", "H", "H", "H", "H", "H", "H", "H", "C", "C", "C", "C", "C", "C", "P", "C", "C", "C", "C", "C", "C", "C", "C", "C", "C", "C", "C", "H", "H", "H", "H", "H", "H", "H", "H", "H", "H", "H", "H", "H", "H", "O", "C", "C", "C", "C", "C", "C", "C", "O", "O", "H", "H", "H", "H", "H"],
  "xyz": [[-0.26, 0.74, -0.27], [2.39, -0.66, -2.07], [2.39, 0.26, -0.91], [1.75, 1.42, -0.95], [2.26, 2.40, -0.14], [1.41, 3.26, 0.33], [-0.32, 3.12, 0.10], [1.90, 4.62, 1.25], [3.73, 4.58, 1.13], [4.25, 5.11, -0.17], [4.36, 6.49, -0.35], [4.84, 7.00, -1.55], [5.22, 6.14, -2.57], [5.13, 4.77, -2.39], [4.65, 4.26, -1.19], [3.04, -0.07, 0.36], [4.33, -0.53, 0.56], [4.76, -0.80, 1.86], [3.89, -0.64, 2.93], [2.58, -0.21, 2.74], [2.18, 0.07, 1.45], [0.86, 0.44, 1.19], [1.74, -0.31, -2.87], [2.15, -1.68, -1.78], [3.43, -0.66, -2.44], [4.06, 3.56, 1.34], [4.03, 5.21, 1.97], [4.07, 7.16, 0.44], [4.93, 8.07, -1.68], [5.61, 6.54, -3.50], [5.45, 4.10, -3.18], [4.59, 3.19, -1.05], [5.01, -0.64, -0.27], [5.77, -1.14, 2.03], [4.23, -0.86, 3.93], [1.89, -0.13, 3.56], [-4.00, 1.50, 1.89], [-2.80, 1.71, 2.55], [-1.75, 0.83, 2.35], [-1.86, -0.25, 1.45], [-3.11, -0.43, 0.78], [-4.16, 0.42, 1.02], [-0.77, -1.74, 1.65], [-1.69, -2.95, 2.61], [-3.08, -3.15, 2.58], [-3.65, -4.13, 3.36], [-2.85, -4.94, 4.16], [-1.48, -4.76, 4.20], [-0.90, -3.76, 3.43], [-0.78, -2.20, -0.09], [-0.91, -3.53, -0.50], [-0.99, -3.83, -1.85], [-0.92, -2.81, -2.81], [-0.77, -1.50, -2.43], [-0.63, -1.15, -1.06], [-4.83, 2.17, 2.07], [-2.69, 2.55, 3.23], [-0.83, 0.96, 2.90], [-3.22, -1.25, 0.08], [-5.11, 0.27, 0.52], [-3.71, -2.53, 1.96], [-4.72, -4.28, 3.34], [-3.31, -5.71, 4.77], [-0.86, -5.38, 4.83], [0.17, -3.60, 3.47], [-1.01, -4.31, 0.24], [-1.13, -4.85, -2.16], [-1.00, -3.06, -3.86], [-0.70, -0.74, -3.19], [-0.55, 2.63, -4.63], [-1.81, 2.90, -4.28], [-2.56, 3.67, -5.17], [-3.86, 4.00, -4.87], [-4.47, 3.58, -3.67], [-3.75, 2.83, -2.79], [-2.41, 2.47, -3.08], [-1.70, 1.69, -2.13], [-2.15, 1.36, -0.97], [-0.48, 1.27, -2.30], [-0.10, 2.13, -3.93], [-2.09, 4.00, -6.09], [-4.43, 4.59, -5.57], [-5.49, 3.86, -3.46], [-4.19, 2.49, -1.86]],
  "mol_weight_g_mol": 896.67,
  "homo_ev": [-13.05, -13.05],
  "homo_lumo_gap_ev": [4.511, 4.512],
  "charge": 2
}

How do the energies compare? Relative to the most stable structure, in hartree: one 0.0130; two 0.0000.

one | {
  "formula": "CH7N4S",
  "method": "ωB97M-V with the def2-TZVPD basis set",
  "species": ["C", "N", "N", "N", "N", "S", "H", "H", "H", "H", "H", "H", "H"],
  "xyz": [[0.98, 1.42, 0.02], [1.06, 2.37, -0.81], [-0.23, -1.44, 0.46], [-0.79, -0.63, -0.34], [-1.88, -0.15, 0.06], [2.31, 0.87, 1.04], [0.27, 2.59, -1.42], [1.89, 2.80, -1.12], [0.48, -2.00, 0.15], [-0.74, -1.86, 1.27], [1.29, 0.15, 1.56], [-2.19, 0.69, -0.29], [-2.26, -0.33, 1.07]],
  "mol_weight_g_mol": 107.16,
  "homo_ev": [-11.89, -11.89],
  "homo_lumo_gap_ev": [7.033, 7.034],
  "charge": 1
}

two | {
  "formula": "CH7N4S",
  "method": "ωB97M-V with the def2-TZVPD basis set",
  "species": ["C", "N", "N", "N", "N", "S", "H", "H", "H", "H", "H", "H", "H"],
  "xyz": [[-0.54, -0.85, 0.56], [-1.15, -1.99, 0.82], [1.01, 1.80, -1.76], [-0.15, -0.01, 1.56], [-0.15, 1.17, -1.29], [-0.20, -0.66, -1.15], [-1.35, -2.22, 1.81], [-1.01, 1.27, -2.00], [1.76, 1.47, -1.15], [1.12, 1.81, -2.78], [0.56, 0.67, 1.53], [-1.15, -2.46, -0.01], [-0.43, -0.32, 2.48]],
  "mol_weight_g_mol": 107.16,
  "homo_ev": -13.05,
  "homo_lumo_gap_ev": 9.026,
  "charge": 1
}

three | {
  "formula": "CH7N4S",
  "method": "ωB97M-V with the def2-TZVPD basis set",
  "species": ["C", "N", "N", "N", "N", "S", "H", "H", "H", "H", "H", "H", "H"],
  "xyz": [[-0.22, 0.37, 0.09], [1.86, 0.92, 0.01], [-0.60, 1.35, -0.69], [-0.75, -0.76, 0.46], [-1.93, -1.39, 0.07], [2.80, -0.40, -0.25], [1.83, 1.20, 1.05], [-1.48, 1.30, -1.07], [-0.37, -1.19, 1.21], [0.05, 1.97, -1.08], [-1.85, -1.95, -0.77], [-2.72, -0.62, 0.05], [3.37, -0.81, 0.92]],
  "mol_weight_g_mol": 107.16,
  "homo_ev": [-13.32, -13.21],
  "homo_lumo_gap_ev": [8.019, 7.884],
  "charge": 1
}

four | {
  "formula": "CH7N4S",
  "method": "ωB97M-V with the def2-TZVPD basis set",
  "species": ["C", "N", "N", "N", "N", "S", "H", "H", "H", "H", "H", "H", "H"],
  "xyz": [[0.59, 0.62, 0.11], [1.31, 1.23, 0.91], [0.88, 0.59, -1.25], [-0.45, -0.26, 0.41], [-1.00, -0.93, -0.71], [-0.47, -0.83, 2.12], [1.04, 1.31, 1.91], [1.86, 0.28, -1.17], [0.02, -0.12, -1.60], [-2.08, -0.94, -0.65], [-0.65, -1.96, -0.69], [0.84, 1.64, -1.61], [-1.88, -0.64, 2.21]],
  "mol_weight_g_mol": 107.16,
  "smiles": "[H]/N=C(/[NH3+])N(N)S",
  "homo_ev": -13.60,
  "homo_lumo_gap_ev": 9.889,
  "charge": 1
}

How do the energies compare? Relative to the most stable structure, in hartree: one 0.0875; two 0.0000; three 0.0992; four 0.0350.

one | {
  "formula": "C2H6N2O",
  "method": "ωB97M-V with the def2-TZVPD basis set",
  "species": ["C", "C", "H", "H", "H", "H", "H", "H", "N", "N", "O"],
  "xyz": [[-1.56, 0.31, -0.09], [0.70, 0.18, -0.58], [-1.84, -0.89, -0.10], [-2.48, 0.69, -0.37], [-1.59, 0.75, 0.85], [1.25, 0.61, -1.30], [2.50, -0.27, -0.14], [1.08, -0.22, 1.58], [-0.50, 0.60, -0.97], [1.51, -0.73, -0.05], [0.93, -1.05, 1.19]],
  "mol_weight_g_mol": 74.08,
  "smiles": "C/N=C\\NO",
  "homo_ev": -9.16,
  "homo_lumo_gap_ev": 9.500
}

two | {
  "formula": "C2H6N2O",
  "method": "ωB97M-V with the def2-TZVPD basis set",
  "species": ["C", "C", "N", "N", "O", "H", "H", "H", "H", "H", "H"],
  "xyz": [[-1.50, 0.87, -0.35], [-1.11, 0.44, 0.85], [3.26, -0.54, 0.83], [2.87, 0.27, 0.00], [2.41, 0.09, -1.09], [-2.44, 1.02, -0.69], [2.89, 1.33, 0.26], [-0.78, 1.32, -1.01], [-0.10, 0.19, 1.04], [-1.76, 0.13, 1.74], [3.64, -0.08, 1.70]],
  "mol_weight_g_mol": 74.08,
  "smiles": "[H]/N=[NH+]/[O-].C=C",
  "homo_ev": -10.04,
  "homo_lumo_gap_ev": 10.685
}

three | {
  "formula": "C2H6N2O",
  "method": "ωB97M-V with the def2-TZVPD basis set",
  "species": ["N", "C", "C", "N", "O", "H", "H", "H", "H", "H", "H"],
  "xyz": [[-0.52, -1.17, 1.41], [0.60, -0.41, 0.83], [0.22, 0.28, -0.51], [-0.96, 0.99, -0.47], [0.99, 0.41, -1.42], [-0.44, -2.15, 1.14], [-1.43, -0.94, 1.04], [1.48, -1.02, 0.61], [0.93, 0.27, 1.62], [-1.79, 0.72, 0.04], [-1.17, 1.80, -1.03]],
  "mol_weight_g_mol": 74.08,
  "smiles": "NCC(N)=O",
  "homo_ev": -9.38,
  "homo_lumo_gap_ev": 10.194
}

How do the energies compare? Relative to the most stable structure, in hartree: one 0.1847; two 0.1553; three 0.0000.